Entry 1:
The following is a DFT calculation (ωB97M-V with the def2-TZVPD basis set) of a molecular structure, C29H19BrCoN7O8 at a distorted geometry.

Summary:
**Multiplicity**: 2
**Total charge**: -1
**Total energy**: -6058.5360 Ha
**Relative energy (zero: lowest compared OMol25 entry of this formula, charge and spin)**: 0.000 eV
**Gap between HOMO and LUMO (alpha / beta)**: 6.263 / 6.220 eV
**LUMO energy (alpha / beta)**: 1.237 / 1.237 eV
**Maximum force**: 1.89 eV/Å
**HOMO (alpha / beta)**: -5.03 / -4.98 eV

Last column: natural (NBO) charge in e.
Geometry (Å):
Co1 -1.07 0.21 -0.10  1.0501
Br1 -1.82 2.35 1.60  0.0961
C1 -3.62 1.88 1.24  -0.0511
C2 -4.57 2.47 2.03  -0.2582
C3 -5.94 2.24 1.77  -0.2207
C4 -6.30 1.48 0.70  -0.1991
C5 -5.33 0.87 -0.13  -0.0730
C6 -5.73 0.11 -1.25  -0.2273
C7 -4.79 -0.47 -2.05  -0.2079
C8 -3.42 -0.36 -1.73  -0.2861
C9 -2.95 0.33 -0.63  -0.2530
C10 -3.94 1.01 0.16  -0.0536
H1 -4.27 3.11 2.84  0.2159
H2 -6.68 2.70 2.40  0.2032
H3 -7.35 1.32 0.47  0.1989
H4 -6.79 0.00 -1.46  0.1939
H5 -5.09 -1.04 -2.92  0.1960
H6 -2.71 -0.88 -2.37  0.1960
O1 -2.08 -2.80 2.35  -0.6821
C11 -1.72 -2.04 1.45  0.7459
O2 -1.62 -0.78 1.49  -0.7304
C12 -1.33 -2.68 0.11  0.1156
C13 -1.47 -4.04 -0.08  -0.2193
C14 -1.13 -4.58 -1.31  -0.1802
C15 -0.67 -3.73 -2.31  -0.2585
C16 -0.54 -2.38 -2.02  0.0373
N1 -0.87 -1.86 -0.84  -0.4672
H7 -1.84 -4.64 0.74  0.2464
H8 -1.24 -5.64 -1.50  0.2059
H9 -0.40 -4.10 -3.29  0.2091
H10 -0.16 -1.69 -2.76  0.2196
N2 3.06 1.21 -1.49  -0.5371
C17 3.97 0.19 -1.62  -0.1043
C18 3.34 -0.77 -2.36  -0.0979
N3 2.06 -0.38 -2.67  -0.4432
C19 1.90 0.77 -2.08  0.3001
C20 0.72 1.63 -2.09  0.3406
N4 -0.48 1.42 -1.59  -0.4612
C21 -1.22 2.54 -1.89  -0.0558
C22 -0.45 3.45 -2.53  -0.0964
N5 0.78 2.86 -2.65  -0.4913
H11 3.02 1.87 -0.72  0.4550
H12 4.95 0.24 -1.19  0.2175
H13 3.74 -1.71 -2.70  0.2061
H14 -2.25 2.62 -1.58  0.2406
H15 -0.66 4.44 -2.90  0.2166
H16 1.59 3.24 -3.10  0.4212
O3 1.77 2.37 0.71  -0.7485
C23 1.71 1.16 1.01  0.7735
O4 0.79 0.34 0.79  -0.7399
C24 2.93 0.56 1.71  -0.1687
C25 2.98 -0.81 1.96  -0.0677
C26 4.13 -1.33 2.53  -0.0099
C27 5.22 -0.56 2.87  -0.1715
C28 5.13 0.79 2.61  -0.0174
C29 4.00 1.36 2.04  -0.1012
N6 6.28 1.65 2.95  0.5336
O5 6.19 2.83 2.69  -0.3760
O6 7.21 1.14 3.54  -0.3842
N7 4.21 -2.79 2.78  0.5309
O7 5.28 -3.22 3.15  -0.3927
O8 3.30 -3.47 2.38  -0.3501
H17 2.14 -1.43 1.70  0.2774
H18 6.10 -0.99 3.31  0.2758
H19 3.95 2.43 1.85  0.2636

***

Entry 2:
The following is a DFT calculation (ωB97M-V with the def2-TZVPD basis set) of a molecular structure, C30H44N4OP2PtSi at a distorted geometry.

Summary:
**Multiplicity**: 5
**Total charge**: +2
**Total energy**: -2554.5818 Ha
**Relative energy (zero: lowest compared OMol25 entry of this formula, charge and spin)**: 0.000 eV
**Gap between HOMO and LUMO (alpha / beta)**: 4.377 / 5.157 eV
**LUMO energy (alpha / beta)**: -5.584 / -8.621 eV
**Maximum force**: 3.10 eV/Å
**HOMO (alpha / beta)**: -9.96 / -13.78 eV

Last column: Mulliken charge in e.
Geometry (Å):
Pt1 -0.27 0.16 -2.91  0.3013
C1 0.63 -1.54 -3.66  -0.6466
C2 1.51 -1.00 -2.67  0.6920
C3 2.75 -0.23 -3.03  -0.9999
C4 2.44 0.98 -3.93  -1.0281
C5 1.01 1.49 -3.82  -0.0592
C6 -0.01 1.09 -4.76  -0.3989
C7 0.10 -0.06 -5.72  -0.9393
C8 0.80 -1.34 -5.15  -1.0036
C9 -1.56 0.03 -1.40  -0.4905
H1 0.10 -2.44 -3.33  0.4424
H2 1.62 -1.61 -1.76  -0.0223
H3 3.45 -0.88 -3.55  0.4578
H4 3.26 0.11 -2.12  0.2954
H5 3.11 1.83 -3.70  0.4426
H6 2.65 0.69 -4.96  0.2728
H7 0.87 2.46 -3.32  0.4521
H8 -0.70 1.90 -5.07  0.4632
H9 0.59 0.22 -6.66  0.4067
H10 -0.93 -0.34 -5.98  0.3713
H11 0.35 -2.21 -5.64  0.3647
H12 1.87 -1.33 -5.39  0.2870
H13 -2.13 -0.88 -1.65  0.4225
H14 -2.26 0.88 -1.39  0.5963
H15 -1.14 -0.11 -0.39  -0.3475
P1 -0.20 2.29 0.67  0.0274
P2 0.41 -1.76 1.66  0.0445
N1 0.10 3.75 -0.68  0.4000
N2 0.06 3.39 1.92  0.6081
N3 0.13 -2.86 0.43  0.9352
N4 0.97 -2.75 2.91  0.7739
C10 1.25 1.09 0.71  -0.1142
C11 1.46 -0.30 1.48  -0.8765
C12 -0.78 3.81 -1.75  -0.5304
C13 -0.73 5.07 -2.37  -0.5615
C14 0.25 5.82 -1.66  -0.6117
C15 0.78 4.97 -0.68  -0.0860
C16 -1.06 3.84 2.66  -0.5427
C17 -0.68 4.89 3.45  -0.6555
C18 0.71 5.16 3.18  -0.8792
C19 1.12 4.26 2.21  -0.5143
C20 -1.13 -3.26 -0.07  -0.2299
C21 -0.98 -4.29 -0.97  -0.6555
C22 0.41 -4.58 -1.04  -1.0902
C23 1.07 -3.70 -0.19  -0.6935
C24 1.57 -4.03 2.91  -0.4787
C25 1.77 -4.41 4.23  -0.5980
C26 1.31 -3.35 5.07  -0.6723
C27 0.80 -2.36 4.25  -0.5771
H16 2.08 1.75 1.05  0.6900
H17 1.44 0.86 -0.36  -0.6199
H18 2.38 -0.70 1.04  0.4791
H19 1.71 -0.04 2.53  0.5725
H20 -1.38 2.95 -2.04  0.4431
H21 -1.33 5.40 -3.20  0.4879
H22 0.52 6.85 -1.84  0.4520
H23 1.61 5.19 -0.03  0.4621
H24 -2.02 3.36 2.48  0.4622
H25 -1.31 5.42 4.16  0.4708
H26 1.32 5.93 3.64  0.4783
H27 2.05 4.17 1.66  0.7187
H28 -2.04 -2.80 0.27  -0.0531
H29 -1.78 -4.80 -1.49  0.5008
H30 0.87 -5.38 -1.61  0.4826
H31 2.11 -3.61 0.05  0.7939
H32 1.87 -4.50 2.00  0.5007
H33 2.23 -5.32 4.58  0.4809
H34 1.38 -3.30 6.15  0.4648
H35 0.39 -1.38 4.48  0.5279
C28 -2.42 0.28 3.73  -1.0160
Si1 -2.53 -1.31 2.79  0.7892
C29 -2.41 -2.96 3.62  -1.0488
C30 -3.79 -1.33 1.42  -1.0784
O1 -1.00 -1.23 1.97  -0.4601
H36 -2.51 0.13 4.81  0.4587
H37 -3.21 0.97 3.41  0.3441
H38 -1.46 0.79 3.55  0.1630
H39 -3.42 -3.25 3.92  0.5205
H40 -2.04 -3.76 2.96  0.3005
H41 -1.78 -2.95 4.50  0.3184
H42 -3.89 -0.34 0.97  0.3052
H43 -3.59 -2.04 0.62  0.4281
H44 -4.78 -1.63 1.84  0.4267

***

Entry 3:
The following is a DFT calculation (ωB97M-V with the def2-TZVPD basis set) of a molecular structure, C33H33BCl2N8O2S2Zr.

Summary:
**Multiplicity**: 1
**Total charge**: +2
**Total energy**: -3654.3839 Ha
**Relative energy (zero: lowest compared OMol25 entry of this formula, charge and spin)**: 0.000 eV
**Gap between HOMO and LUMO**: 6.968 eV
**LUMO energy**: -5.825 eV
**Maximum force**: 0.17 eV/Å
**HOMO**: -12.79 eV

Last column: Mulliken charge in e.
Geometry (Å):
Zr1 -0.11 0.52 -0.28  -0.3897
C1 -2.41 0.80 2.15  -1.9986
N1 -1.33 1.65 1.58  1.6258
C2 -0.42 2.08 2.66  -1.6550
C3 0.79 2.74 2.07  0.6598
C4 1.51 3.67 2.79  -1.0332
C5 2.59 4.29 2.20  -0.6472
C6 2.90 3.97 0.88  -0.9254
C7 2.14 3.02 0.23  -0.8210
N2 1.11 2.39 0.81  0.9952
C8 -1.93 2.88 0.99  -1.2811
C9 -2.79 2.51 -0.18  0.3556
C10 -3.94 3.21 -0.50  -0.9826
C11 -4.69 2.78 -1.58  -0.5447
C12 -4.27 1.66 -2.28  -1.2712
C13 -3.11 1.03 -1.89  -0.5330
N3 -2.36 1.45 -0.87  0.9472
C14 -2.42 -0.63 1.67  0.7752
C15 -3.24 -1.53 2.32  -0.9320
C16 -3.36 -2.82 1.83  -0.7701
C17 -2.65 -3.16 0.68  -1.0312
C18 -1.84 -2.21 0.10  -0.6375
N4 -1.71 -0.96 0.59  1.5940
H1 -2.34 0.81 3.24  0.7337
H2 -3.38 1.23 1.90  0.3431
H3 -0.93 2.78 3.33  0.6066
H4 -0.12 1.21 3.23  0.5710
H5 1.21 3.92 3.80  0.5435
H6 3.17 5.03 2.74  0.4760
H7 3.71 4.45 0.36  0.5114
H8 2.36 2.74 -0.78  0.5363
H9 -2.52 3.41 1.75  0.6277
H10 -1.12 3.54 0.68  0.5509
H11 -4.25 4.06 0.10  0.5506
H12 -5.60 3.30 -1.86  0.4506
H13 -4.84 1.27 -3.12  0.5249
H14 -2.76 0.14 -2.40  0.7886
H15 -3.80 -1.22 3.20  0.6031
H16 -4.00 -3.54 2.32  0.4821
H17 -2.72 -4.14 0.24  0.6025
H18 -1.28 -2.42 -0.80  0.1683
Cl1 0.33 -0.05 -7.72  -0.1784
C19 0.05 -0.14 -6.03  -0.0341
C20 -0.35 -1.35 -5.46  -0.5188
C21 -0.59 -1.46 -4.11  0.4271
Cl2 -1.12 -2.96 -3.45  -0.1636
C22 -0.42 -0.36 -3.25  -1.3889
O1 -0.68 -0.46 -1.97  1.3846
C23 0.00 0.86 -3.84  1.7733
C24 0.21 2.03 -3.06  -0.5148
O2 0.17 2.11 -1.81  -0.3677
C25 0.22 0.96 -5.23  -1.1582
H19 -0.49 -2.22 -6.10  0.5108
H20 0.43 2.95 -3.60  0.3498
H21 0.53 1.91 -5.66  0.4873
C26 5.38 0.23 -0.81  -0.7795
N5 4.57 -0.95 -0.52  0.2172
C27 5.06 -2.16 -0.07  -0.6125
C28 4.01 -2.99 0.02  -0.5996
N6 2.88 -2.30 -0.38  0.6828
B1 1.44 -2.89 -0.40  0.3829
N7 0.97 -3.14 1.07  0.4781
C29 0.63 -4.36 1.62  -0.7158
C30 0.23 -4.14 2.90  -0.5134
N8 0.33 -2.78 3.11  0.3517
C31 0.05 -2.09 4.37  -0.7053
C32 0.78 -2.20 1.99  -0.3653
S1 1.16 -0.52 1.82  -0.4172
C33 3.24 -1.06 -0.70  0.0583
S2 2.29 0.22 -1.38  -0.5386
H22 6.35 0.10 -0.34  0.3350
H23 4.89 1.11 -0.40  0.2803
H24 5.50 0.35 -1.88  0.3293
H25 6.11 -2.30 0.14  0.4746
H26 3.96 -4.02 0.33  0.5202
H27 1.41 -3.94 -0.98  -0.1738
H28 0.73 -2.06 -0.89  -0.4106
H29 0.70 -5.27 1.06  0.5972
H30 -0.09 -4.81 3.67  0.4931
H31 -0.28 -2.83 5.09  0.3462
H32 -0.73 -1.35 4.22  0.1721
H33 0.95 -1.60 4.74  0.3342

***

Entry 4:
The following is a DFT calculation (ωB97M-V with the def2-TZVPD basis set) of 2 unconnected molecules or ions with the total composition C5H12O at a distorted geometry.

Summary:
**Multiplicity**: 1
**Total energy**: -272.9056 Ha
**Relative energy (zero: lowest compared OMol25 entry of this formula, charge and spin)**: 1.171 eV
**Gap between HOMO and LUMO**: 10.211 eV
**LUMO energy**: 0.841 eV
**Maximum force**: 1.85 eV/Å
**HOMO**: -9.37 eV
**SMILES**: C=C(C)CC.O

Last column: natural (NBO) charge in e.
Geometry (Å):
C1 1.49 1.12 0.67  -0.6042
C2 0.74 -0.25 0.67  -0.4451
C3 0.12 -0.62 -0.66  0.0225
C4 0.58 -0.17 -1.81  -0.4257
C5 -1.01 -1.64 -0.60  -0.6562
H1 1.10 1.75 -0.12  0.2117
H2 1.38 1.57 1.64  0.2177
H3 2.56 0.96 0.52  0.2008
H4 1.56 -0.94 0.85  0.2278
H5 0.00 -0.23 1.45  0.1970
H6 0.12 -0.32 -2.79  0.1953
H7 1.43 0.49 -1.95  0.1975
H8 -1.42 -1.74 0.41  0.2080
H9 -1.78 -1.30 -1.30  0.2215
H10 -0.73 -2.62 -1.00  0.2300
H11 -2.59 1.79 1.10  0.4661
H12 -1.64 0.68 1.21  0.4604
O1 -1.91 1.46 1.71  -0.9252

***

Question: Number 1 is which compound?
Answer: C29H19BrCoN7O8

***

Question: What is the formula in the first record?
Answer: C29H19BrCoN7O8